A structure of composition C26H21N5O3RuS4 at a distorted geometry, computed with ωB97M-V/def2-TZVPD.

Each line ends with the Mulliken charge.
Positions of all 60 atoms, in Å:
Ru (0.8978, -1.3549, 1.1654)  -0.087
C (2.1472, -0.1424, 5.0718)  -1.478
C (1.2917, -0.2305, 3.8260)  0.787
O (1.6396, -1.1812, 3.0228)  -0.560
C (0.2511, 0.6593, 3.6786)  -1.006
C (-0.7452, 0.6559, 2.6385)  1.118
C (-1.8098, 1.7178, 2.6518)  -1.423
N (-0.7327, -0.2410, 1.7099)  0.672
N (-1.7749, -0.2065, 0.7568)  -0.916
C (-1.4639, -0.9714, -0.2527)  0.453
O (-0.3864, -1.6665, -0.3905)  -0.852
C (-2.4557, -1.0751, -1.3671)  0.473
C (-3.4845, -0.1475, -1.5103)  -0.355
C (-4.3884, -0.2628, -2.5547)  -0.691
C (-4.2770, -1.3103, -3.4619)  -0.448
C (-3.2506, -2.2338, -3.3232)  -0.607
C (-2.3398, -2.1145, -2.2823)  -0.153
H (2.9100, -0.9171, 5.0397)  0.382
H (1.5440, -0.2748, 5.9708)  0.346
H (2.6293, 0.8361, 5.1325)  0.299
H (0.1442, 1.4144, 4.4462)  0.255
H (-1.6211, 2.4295, 3.4539)  0.366
H (-2.7980, 1.2747, 2.7801)  0.319
H (-1.8282, 2.2414, 1.6941)  0.273
H (-3.5593, 0.6584, -0.7919)  0.470
H (-5.1793, 0.4694, -2.6665)  0.386
H (-4.9855, -1.4019, -4.2762)  0.385
H (-3.1531, -3.0469, -4.0316)  0.381
H (-1.5287, -2.8199, -2.1607)  0.442
O (4.2145, -7.3613, 0.4841)  -0.628
C (3.6160, -6.3148, 0.5658)  0.602
S (4.1695, -4.7989, -0.1471)  -0.187
C (2.8414, -3.8058, 0.4277)  0.173
C (1.8792, -4.4042, 1.1440)  0.119
S (0.4959, -3.6176, 1.8238)  -0.315
S (2.0763, -6.1278, 1.4128)  -0.191
S (2.7763, -2.1103, 0.0722)  -0.447
C (3.1292, 2.3376, 1.4966)  -1.160
C (2.8115, 0.9939, 1.4184)  -0.440
N (1.7181, 0.5626, 0.7792)  1.159
C (0.9527, 1.4498, 0.1458)  -0.533
C (1.2523, 2.8010, 0.0812)  0.647
C (2.3269, 3.2538, 0.8316)  -0.606
C (0.4180, 3.7359, -0.7024)  -0.900
C (-0.3292, 3.5162, -1.7858)  -0.822
C (-0.3868, 2.3437, -2.7076)  1.377
C (-1.2940, 2.3602, -3.7567)  -0.694
C (-1.2870, 1.2718, -4.6133)  -0.269
N (-0.4632, 0.2412, -4.4539)  -0.537
C (0.3664, 0.3257, -3.4142)  -0.257
N (0.4605, 1.3285, -2.5477)  -0.268
H (3.9882, 2.6553, 2.0701)  0.418
H (3.4233, 0.2208, 1.8636)  0.523
H (0.0362, 1.0686, -0.2772)  0.686
H (2.5492, 4.3143, 0.8736)  0.429
H (0.4239, 4.7582, -0.3317)  0.348
H (-0.9440, 4.3475, -2.1176)  0.303
H (-1.9821, 3.1826, -3.8960)  0.378
H (-1.9662, 1.2257, -5.4581)  0.392
H (1.0344, -0.5120, -3.2507)  0.466

Output
**Total charge**: -1
**Orbital gap (alpha / beta)**: 5.169 / 5.301 eV
**Calculated total energy**: -86822.5152 eV
**Multiplicity**: 2
**E_HOMO (alpha / beta)**: -3.527 / -3.660 eV